1.
The following is a quantum chemistry calculation of a cluster of 2 separate species, H2NO3S3 in total at a distorted geometry, from OMol25.

```
! RIJCOSX wB97M-V def2-TZVPD def2/J DEFGRID3
* xyz -1 1
N 1.820 -0.384 0.211
O -1.263 0.864 -0.546
O -2.878 -0.665 0.571
O -0.629 -1.444 0.013
S 1.640 1.128 0.760
S 3.243 -1.099 0.028
S -1.451 -0.244 0.655
H -0.447 0.944 -0.953
H 0.269 -1.110 -0.262
*
```

HOMO energy = -4.04 eV
energy relative to the best compared isomer or geometry (same formula, charge and spin) = 86.1 kJ/mol
maximum force = 0.0776 hartree/bohr
HOMO-LUMO gap = 7.0 eV

2.
The following is a quantum chemistry calculation of a cluster of 6 separate species, C26H32N4O10 in total at a distorted geometry, from OMol25.

```
! RIJCOSX wB97M-V def2-TZVPD def2/J DEFGRID3
* xyz 0 1
O 3.088 2.640 1.847
C 3.602 1.814 2.796
C 4.347 0.679 2.458
C 4.614 -0.304 3.420
C 4.230 -0.075 4.748
O 4.557 -1.108 5.594
C 3.670 1.136 5.142
C 3.382 2.071 4.142
H 3.453 2.432 0.968
H 4.604 0.382 1.449
H 5.219 -1.161 3.161
H 3.857 -1.456 6.151
H 3.405 1.225 6.187
H 2.818 2.953 4.415
O -6.380 -4.449 0.877
C -5.484 -3.444 0.577
C -4.599 -3.469 -0.460
C -3.747 -2.370 -0.677
C -3.717 -1.301 0.209
O -2.774 -0.317 0.056
C -4.700 -1.175 1.170
C -5.475 -2.315 1.412
H -6.059 -5.024 1.576
H -4.616 -4.300 -1.154
H -3.056 -2.359 -1.508
H -1.906 -0.581 -0.306
H -4.990 -0.318 1.759
H -6.186 -2.246 2.225
O 0.244 -4.529 2.759
C 0.526 -4.106 1.495
C -0.477 -3.976 0.555
C -0.220 -3.897 -0.796
C 1.074 -3.522 -1.155
O 1.306 -3.254 -2.455
C 2.079 -3.475 -0.216
C 1.796 -3.767 1.102
H -0.658 -4.673 3.046
H -1.489 -4.141 0.911
H -1.048 -4.012 -1.481
H 0.526 -3.200 -3.010
H 3.001 -3.058 -0.602
H 2.637 -3.757 1.784
O -5.480 5.115 -4.544
C -4.648 4.384 -3.760
C -5.154 3.347 -2.989
C -4.295 2.663 -2.122
C -2.950 2.987 -2.044
O -2.167 2.312 -1.177
C -2.446 4.000 -2.857
C -3.312 4.755 -3.687
H -4.978 5.668 -5.147
H -6.205 3.113 -2.903
H -4.760 1.968 -1.433
H -2.758 1.666 -0.761
H -1.440 4.373 -2.721
H -2.856 5.544 -4.268
N 5.905 1.303 -1.489
C 5.041 2.305 -1.331
N 5.612 3.507 -1.586
O 4.007 2.254 -0.631
H 5.676 0.350 -1.267
H 6.816 1.675 -1.674
H 4.869 4.132 -1.292
H 6.520 3.719 -1.947
N 1.836 -0.241 -1.296
C 0.651 0.369 -1.233
N 0.697 1.687 -1.011
O -0.414 -0.255 -1.219
H 1.714 -1.237 -1.186
H 2.678 0.226 -1.002
H -0.194 2.157 -0.984
H 1.580 1.962 -0.612
*
```

HOMO energy = -7.77 eV
SMILES string = Oc1ccc(O)cc1.Oc1ccc(O)cc1.Oc1ccc(O)cc1.Oc1ccc(O)cc1.NC(N)=O.NC(N)=O
energy relative to the best compared isomer or geometry (same formula, charge and spin) = 0.0 kJ/mol
maximum force = 0.0653 hartree/bohr
HOMO-LUMO gap = 7.8 eV